1.
{"formula": "C42H55N7OPbS2SbSi", "method": "the ωB97M-V functional and the def2-TZVPD basis", "orbital_gap_ev": 6.20, "homo_ha": -0.52848, "max_force_ha_per_bohr": 0.009, "charge": 3, "e_above_lowest_kj_mol": 125.35, "molar_mass_da": 1095.13, "elements": ["Pb", "N", "C", "C", "N", "C", "C", "N", "C", "C", "N", "H", "H", "H", "H", "H", "H", "C", "Si", "C", "C", "C", "C", "C", "C", "C", "H", "H", "H", "H", "H", "H", "H", "H", "H", "H", "H", "C", "C", "C", "C", "C", "C", "C", "Sb", "C", "C", "C", "C", "C", "C", "C", "C", "C", "C", "C", "C", "C", "C", "H", "H", "H", "H", "H", "H", "H", "H", "H", "H", "H", "H", "H", "H", "H", "H", "H", "H", "H", "H", "H", "N", "C", "C", "N", "C", "C", "H", "H", "H", "H", "H", "H", "H", "H", "H", "H", "H", "S", "C", "N", "C", "S", "C", "O", "H", "H", "H", "H", "H", "H"], "xyz": [[0.449, 0.839, -0.260], [1.333, 1.484, 4.325], [0.398, 0.490, 4.483], [-0.108, 0.271, 3.243], [0.504, 1.112, 2.333], [1.380, 1.822, 3.019], [2.236, 2.866, 2.463], [1.933, 3.606, 1.417], [3.034, 4.408, 1.213], [3.993, 4.149, 2.145], [3.468, 3.167, 2.937], [1.877, 1.893, 5.069], [0.178, 0.047, 5.439], [-0.858, -0.442, 2.940], [3.087, 5.115, 0.401], [4.980, 4.552, 2.298], [3.983, 2.654, 3.634], [-5.605, 3.033, 0.342], [-4.628, 1.499, 0.206], [-3.883, 1.075, -1.404], [-4.445, 0.452, 1.628], [-3.757, -0.775, 1.536], [-3.697, -1.608, 2.637], [-4.322, -1.234, 3.825], [-5.006, -0.026, 3.929], [-5.072, 0.815, 2.837], [-6.645, 2.798, 0.595], [-5.600, 3.590, -0.593], [-5.216, 3.664, 1.146], [-3.889, -0.005, -1.566], [-2.840, 1.409, -1.489], [-4.451, 1.549, -2.207], [-3.286, -1.089, 0.608], [-3.183, -2.557, 2.562], [-4.290, -1.904, 4.675], [-5.492, 0.249, 4.856], [-5.615, 1.750, 2.918], [-1.798, -2.170, -2.402], [-2.091, -2.969, -1.153], [-3.321, -3.617, -1.044], [-3.624, -4.418, 0.048], [-2.694, -4.580, 1.066], [-1.468, -3.937, 0.982], [-1.153, -3.139, -0.122], [0.792, -2.249, -0.187], [1.734, -3.134, 1.496], [2.155, -2.251, 2.490], [2.817, -2.712, 3.617], [3.057, -4.069, 3.752], [2.646, -4.949, 2.761], [1.990, -4.513, 1.612], [1.628, -5.536, 0.563], [1.673, -3.292, -1.819], [0.868, -4.136, -2.584], [1.406, -4.853, -3.639], [2.761, -4.734, -3.924], [3.565, -3.921, -3.141], [3.044, -3.184, -2.074], [3.983, -2.333, -1.254], [-2.717, -1.791, -2.849], [-1.323, -2.797, -3.160], [-1.130, -1.325, -2.227], [-4.047, -3.509, -1.843], [-4.580, -4.923, 0.099], [-2.917, -5.214, 1.915], [-0.744, -4.066, 1.779], [1.998, -1.185, 2.374], [3.157, -2.014, 4.372], [3.575, -4.449, 4.624], [2.844, -6.009, 2.874], [1.559, -6.527, 1.010], [2.392, -5.579, -0.216], [0.677, -5.323, 0.076], [-0.177, -4.272, -2.334], [0.778, -5.515, -4.222], [3.197, -5.297, -4.740], [4.629, -3.863, -3.345], [4.955, -2.817, -1.166], [3.621, -2.160, -0.238], [4.143, -1.362, -1.724], [0.302, 7.418, -1.027], [-0.080, 6.869, 0.325], [-0.820, 5.550, 0.126], [-0.068, 4.576, -0.644], [0.379, 5.113, -1.919], [1.138, 6.432, -1.805], [0.804, 8.302, -0.924], [-0.546, 7.630, -1.557], [-0.680, 7.616, 0.841], [0.850, 6.715, 0.871], [-1.771, 5.748, -0.384], [-1.051, 5.145, 1.111], [0.691, 4.185, -0.089], [-0.492, 5.258, -2.569], [1.033, 4.395, -2.412], [1.356, 6.868, -2.778], [2.068, 6.313, -1.251], [2.991, 1.147, -0.872], [3.591, 0.753, 0.651], [3.990, 0.506, 1.708], [0.421, 1.548, -5.294], [1.176, 0.707, -3.914], [1.231, -0.923, -4.632], [0.095, 0.677, -2.830], [1.061, 1.432, -6.169], [0.330, 2.602, -5.041], [-0.560, 1.104, -5.465], [1.951, -0.907, -5.451], [0.236, -1.190, -4.989], [1.568, -1.614, -3.861]]}

2.
{"formula": "C5H8O", "method": "the ωB97M-V functional and the def2-TZVPD basis", "orbital_gap_ev": [7.89, 8.38], "homo_ha": [-0.27216, -0.27822], "max_force_ha_per_bohr": 0.024, "e_above_lowest_kj_mol": 438.43, "molar_mass_da": 84.12, "elements": ["C", "C", "C", "C", "O", "C", "H", "H", "H", "H", "H", "H", "H", "H"], "xyz": [[-0.340, -1.324, 0.640], [0.081, -0.079, 1.386], [1.206, 0.593, 1.131], [-0.055, 0.932, -1.930], [-0.045, -0.251, -1.406], [-0.971, -0.743, -0.597], [0.523, -1.941, 0.368], [-1.045, -1.937, 1.206], [-0.682, 0.381, 2.014], [1.981, 0.178, 0.490], [1.402, 1.566, 1.572], [0.653, 1.102, -2.727], [-0.873, 1.603, -1.684], [-1.833, -0.080, -0.462]]}

3.
{"formula": "C3H5BrO2", "method": "the ωB97M-V functional and the def2-TZVPD basis", "orbital_gap_ev": 10.49, "homo_ha": -0.36614, "max_force_ha_per_bohr": 0.068, "e_above_lowest_kj_mol": 108.49, "molar_mass_da": 152.98, "elements": ["C", "C", "C", "O", "O", "Br", "H", "H", "H", "H", "H"], "xyz": [[-1.479, -2.435, 0.203], [1.221, -0.228, -0.368], [-0.229, 0.060, -0.445], [-2.554, -2.803, 0.192], [-0.826, 1.118, -0.153], [0.242, 3.145, 1.947], [1.897, 0.473, 0.051], [1.679, -0.321, -1.440], [1.469, -1.250, -0.017], [-0.815, -0.812, -0.824], [-0.605, 3.053, 0.855]]}

4.
{"formula": "C34H26NO", "method": "the ωB97M-V functional and the def2-TZVPD basis", "orbital_gap_ev": 3.82, "homo_ha": -0.35213, "max_force_ha_per_bohr": 0.041, "charge": 1, "molar_mass_da": 464.59, "elements": ["C", "C", "C", "C", "C", "C", "C", "C", "C", "C", "C", "C", "N", "C", "C", "H", "H", "H", "H", "H", "H", "H", "H", "H", "H", "H", "C", "O", "C", "C", "C", "C", "C", "C", "C", "C", "C", "C", "C", "C", "C", "C", "C", "C", "C", "C", "C", "H", "H", "H", "H", "H", "H", "H", "H", "H", "H", "H", "H", "H", "H", "H"], "xyz": [[4.773, -4.340, -0.438], [3.699, -3.428, -0.392], [2.415, -3.949, -0.351], [2.163, -5.343, -0.304], [3.233, -6.240, -0.359], [4.534, -5.725, -0.438], [0.738, -5.507, -0.202], [0.146, -4.204, -0.159], [-1.227, -4.045, -0.234], [-2.033, -5.199, -0.293], [-1.455, -6.473, -0.287], [-0.067, -6.642, -0.253], [1.187, -3.254, -0.251], [1.064, -1.885, -0.264], [-0.027, -1.148, 0.054], [5.794, -3.965, -0.468], [3.839, -2.349, -0.370], [3.019, -7.305, -0.333], [5.381, -6.411, -0.491], [-1.653, -3.050, -0.264], [-3.112, -5.086, -0.358], [-2.106, -7.344, -0.327], [0.400, -7.627, -0.282], [2.004, -1.388, -0.528], [0.062, -0.075, -0.054], [-0.923, -1.597, 0.460], [-6.415, 4.277, 1.293], [-5.811, 3.536, 0.203], [-4.502, 3.175, 0.263], [-3.985, 2.452, -0.842], [-2.660, 2.090, -0.884], [-1.768, 2.454, 0.156], [-0.336, 2.316, 0.027], [0.594, 2.440, 1.136], [1.877, 2.827, 0.619], [2.897, 3.240, 1.468], [2.696, 3.159, 2.851], [1.467, 2.706, 3.368], [0.413, 2.360, 2.518], [1.761, 2.953, -0.822], [0.403, 2.654, -1.189], [-0.025, 2.928, -2.488], [0.899, 3.416, -3.420], [2.221, 3.724, -3.045], [2.644, 3.524, -1.727], [-2.313, 3.142, 1.271], [-3.646, 3.498, 1.343], [-7.454, 4.375, 0.981], [-6.356, 3.728, 2.241], [-5.956, 5.267, 1.398], [-4.661, 2.217, -1.657], [-2.283, 1.505, -1.718], [3.804, 3.654, 1.027], [3.485, 3.473, 3.533], [1.319, 2.652, 4.449], [-0.535, 2.003, 2.912], [-1.058, 2.748, -2.765], [0.580, 3.593, -4.449], [2.909, 4.154, -3.776], [3.628, 3.829, -1.374], [-1.664, 3.466, 2.078], [-4.019, 4.045, 2.209]]}

5.
{"formula": "C31H48BCl2INO18", "method": "the ωB97M-V functional and the def2-TZVPD basis", "orbital_gap_ev": 6.37, "homo_ha": -0.17557, "max_force_ha_per_bohr": 0.129, "charge": -1, "molar_mass_da": 931.34, "elements": ["C", "C", "B", "N", "C", "O", "O", "C", "C", "C", "C", "I", "C", "C", "Cl", "C", "C", "Cl", "O", "H", "H", "H", "H", "H", "H", "H", "H", "H", "H", "H", "H", "H", "H", "H", "H", "H", "H", "C", "C", "C", "O", "C", "O", "O", "H", "H", "H", "H", "H", "H", "C", "C", "C", "O", "C", "O", "O", "H", "H", "H", "H", "H", "H", "C", "C", "C", "O", "C", "O", "O", "H", "H", "H", "H", "H", "H", "C", "C", "C", "O", "C", "O", "O", "H", "H", "H", "H", "H", "H", "C", "C", "C", "O", "C", "O", "O", "H", "H", "H", "H", "H", "H"], "xyz": [[3.686, 3.044, -0.178], [2.442, 2.581, -1.112], [1.549, 1.356, -0.440], [2.325, 0.617, 0.696], [2.999, -0.328, 0.102], [3.960, -0.928, -0.453], [0.306, 2.067, 0.001], [-0.740, 1.530, -0.853], [-2.265, 1.576, -0.347], [-2.716, 2.970, 0.312], [-4.338, 3.022, 0.307], [-5.139, 2.116, 2.150], [-0.221, -0.008, -0.919], [-0.865, -0.785, -2.183], [0.454, -1.234, -3.424], [-1.653, -2.140, -1.829], [-2.009, -2.337, -0.283], [-3.297, -2.024, -2.726], [1.145, 0.285, -1.409], [3.434, 3.031, 0.946], [3.936, 4.140, -0.438], [4.556, 2.326, -0.430], [2.871, 2.194, -2.107], [1.781, 3.502, -1.357], [-0.616, 2.158, -1.823], [-2.919, 1.345, -1.277], [-2.399, 0.733, 0.414], [-2.331, 2.976, 1.397], [-2.286, 3.816, -0.331], [-4.734, 4.097, 0.145], [-4.742, 2.409, -0.586], [0.017, -0.561, 0.051], [-1.561, -0.047, -2.719], [-1.105, -3.012, -2.319], [-2.391, -1.403, 0.251], [-2.841, -3.134, -0.164], [-1.069, -2.724, 0.249], [7.043, 4.206, -5.591], [6.645, 4.571, -4.178], [6.336, 3.384, -3.313], [5.406, 3.918, -2.378], [4.783, 4.959, -2.998], [3.810, 5.517, -2.577], [5.412, 5.284, -4.166], [7.298, 5.107, -6.156], [7.903, 3.537, -5.599], [6.215, 3.729, -6.123], [7.410, 5.210, -3.723], [7.222, 3.004, -2.800], [5.856, 2.562, -3.852], [-9.042, -0.636, 4.618], [-7.638, -0.963, 4.155], [-7.081, -2.216, 4.764], [-5.681, -1.966, 4.756], [-5.526, -0.613, 4.804], [-4.483, -0.058, 5.002], [-6.713, 0.026, 4.599], [-9.408, 0.259, 4.107], [-9.730, -1.459, 4.411], [-9.062, -0.414, 5.688], [-7.600, -0.997, 3.061], [-7.317, -3.104, 4.173], [-7.401, -2.380, 5.798], [11.013, 5.079, -8.429], [11.282, 4.693, -6.991], [12.252, 3.557, -6.843], [11.846, 2.965, -5.616], [10.521, 3.245, -5.464], [9.814, 2.742, -4.639], [10.107, 4.171, -6.377], [10.338, 5.938, -8.470], [11.937, 5.340, -8.950], [10.517, 4.267, -8.969], [11.603, 5.570, -6.418], [13.286, 3.900, -6.783], [12.170, 2.807, -7.636], [-0.805, -1.914, 4.758], [-0.306, -3.253, 4.258], [1.050, -3.190, 3.618], [1.003, -4.273, 2.694], [-0.308, -4.454, 2.371], [-0.695, -5.155, 1.474], [-1.121, -3.734, 3.194], [-1.773, -2.031, 5.252], [-0.104, -1.469, 5.468], [-0.961, -1.217, 3.929], [-0.333, -3.992, 5.068], [1.857, -3.333, 4.339], [1.229, -2.265, 3.061], [-8.711, -7.576, 3.030], [-8.413, -6.555, 4.106], [-8.248, -7.150, 5.473], [-8.650, -6.083, 6.324], [-9.520, -5.317, 5.607], [-10.198, -4.445, 6.072], [-9.519, -5.674, 4.291], [-8.775, -7.088, 2.054], [-7.934, -8.342, 2.984], [-9.677, -8.059, 3.201], [-7.543, -5.952, 3.824], [-7.215, -7.438, 5.678], [-8.901, -8.009, 5.659]]}

6.
{"formula": "C18H20NO6P2Rh", "method": "the ωB97M-V functional and the def2-TZVPD basis", "orbital_gap_ev": 7.72, "homo_ha": -0.31221, "max_force_ha_per_bohr": 0.018, "e_above_lowest_kj_mol": 187.75, "molar_mass_da": 511.21, "elements": ["Rh", "O", "C", "O", "C", "C", "C", "C", "C", "N", "C", "O", "O", "H", "H", "H", "C", "P", "C", "C", "C", "C", "C", "C", "C", "P", "C", "C", "H", "H", "H", "H", "H", "H", "H", "H", "H", "H", "H", "H", "H", "H", "H", "H", "O", "C", "O", "H"], "xyz": [[0.086, 0.343, 0.674], [-2.245, 2.886, -2.332], [-1.756, 2.126, -1.503], [-0.615, 2.185, -0.948], [-2.599, 0.963, -0.998], [-3.976, 1.022, -1.150], [-4.767, 0.069, -0.539], [-4.149, -0.896, 0.238], [-2.771, -0.890, 0.336], [-1.988, -0.017, -0.314], [-2.091, -1.817, 1.311], [-2.651, -2.815, 1.727], [-0.905, -1.423, 1.657], [-4.380, 1.838, -1.730], [-5.846, 0.102, -0.629], [-4.696, -1.645, 0.791], [1.690, -2.043, 2.486], [1.453, -1.338, 0.839], [1.032, -2.693, -0.282], [3.128, -0.836, 0.373], [4.256, -1.623, 0.616], [5.494, -1.189, 0.183], [5.617, 0.024, -0.488], [4.505, 0.810, -0.719], [3.253, 0.385, -0.270], [1.731, 1.353, -0.486], [1.732, 1.651, -2.280], [2.112, 2.965, 0.249], [2.230, -2.985, 2.379], [0.721, -2.222, 2.939], [2.276, -1.355, 3.095], [1.856, -3.405, -0.342], [0.828, -2.294, -1.276], [0.140, -3.189, 0.097], [4.168, -2.571, 1.131], [6.371, -1.795, 0.365], [6.590, 0.356, -0.825], [4.611, 1.758, -1.231], [2.554, 2.339, -2.486], [0.792, 2.097, -2.579], [1.914, 0.724, -2.826], [3.037, 3.368, -0.164], [2.203, 2.854, 1.327], [1.280, 3.630, 0.015], [-1.274, 1.742, 2.122], [-0.258, 1.664, 2.796], [0.810, 1.029, 2.376], [-0.155, 2.117, 3.788]]}

Question: What is the formula in the third record?
Answer: C3H5BrO2